1.
Below is 9 unconnected molecules or ions with the total composition C5H28NO10 in a non-equilibrium geometry, with properties calculated with wB97M-V/def2-TZVPD.

Atoms and positions in Å:
C 3.004 0.447 0.336
N 1.688 0.840 -0.162
C 1.734 0.599 -1.637
C 0.592 1.264 -2.394
C -0.759 1.227 -1.630
O 0.941 2.569 -2.819
C 1.684 -0.934 -2.066
O 1.617 -1.815 -0.944
H 3.550 -0.312 -0.210
H 3.774 1.231 0.315
H 2.895 0.154 1.421
H 0.814 0.271 0.370
H 2.615 1.005 -2.148
H 0.423 0.708 -3.311
H -0.742 1.651 -0.636
H -1.460 1.771 -2.319
H -1.109 0.182 -1.687
H 1.155 3.156 -2.088
H 2.629 -1.190 -2.538
H 0.769 -1.169 -2.652
H -2.572 -0.795 3.157
H -1.934 -1.231 1.812
O -2.709 -0.762 2.197
H -0.434 -2.202 0.743
H 0.330 -3.529 0.441
O -0.536 -3.200 0.730
H -3.909 -0.474 0.724
H -3.287 1.005 0.653
O -3.995 0.442 0.288
H 1.027 -1.415 -0.282
H -0.937 -0.005 0.586
O -0.286 -0.596 0.938
H -0.987 -1.967 -2.110
H -1.315 -2.824 -1.012
O -1.610 -2.693 -1.970
H -1.123 1.846 1.499
H -2.434 2.029 2.312
O -2.078 1.887 1.419
H -0.143 -2.642 2.895
H -0.276 -1.196 2.789
O -0.166 -1.866 3.499
H 1.485 2.819 1.063
H 1.018 2.546 2.572
O 1.061 3.169 1.856

Charge ... -1
LUMO level ... 2.8474 eV
HOMO-LUMO gap ... 8.49 eV
HOMO level ... -5.64 eV
Energy relative to the best compared isomer or geometry (same formula, charge and spin) ... 36.56 kcal/mol

=====

2.
Below is a gas-phase ion, C4H6N2O2P (charge -1) in a non-equilibrium geometry, with properties calculated with wB97M-V/def2-TZVPD.

Atoms and positions in Å:
C 2.053 -1.275 0.055
P 1.595 0.521 -0.015
O 1.909 1.150 -1.368
O 2.063 1.267 1.373
C -0.203 0.507 0.058
N -1.110 -0.441 0.223
C -2.306 0.169 0.154
C -2.170 1.528 0.037
N -0.794 1.699 -0.163
H 1.597 -1.717 -0.838
H 3.154 -1.322 0.276
H 1.610 -1.679 0.866
H -3.090 -0.545 0.244
H -2.997 2.184 0.092
H -0.183 2.465 -0.435

Charge ... -1
LUMO level ... 3.8084 eV
SMILES string ... C[P@](=O)([O-])c1ncc[nH]1
HOMO-LUMO gap ... 8.37 eV
HOMO level ... -4.56 eV
Energy relative to the best compared isomer or geometry (same formula, charge and spin) ... 24.80 kcal/mol

=====

3.
Below is a molecular structure, C3H3O2Yb in a non-equilibrium geometry, with properties calculated with wB97M-V/def2-TZVPD.

Atoms and positions in Å:
C -1.399 -0.930 -0.089
C -0.152 -0.127 -0.092
H -1.266 -1.980 0.213
H -2.225 -0.425 0.439
H -1.584 -0.840 -1.189
O 1.166 -0.703 -0.087
C 3.011 0.827 0.210
Yb -0.015 2.353 0.211
O 2.464 1.825 0.384

Charge ... +1
LUMO level ... -5.6742 eV
HOMO-LUMO gap ... 6.37 eV
HOMO level ... -12.05 eV
Energy relative to the best compared isomer or geometry (same formula, charge and spin) ... 56.90 kcal/mol

=====

4.
Below is 2 unconnected molecules or ions with the total composition C2H7N2O in a non-equilibrium geometry, with properties calculated with wB97M-V/def2-TZVPD.

Atoms and positions in Å:
C -2.243 -0.349 0.136
C 2.417 0.571 0.487
N -1.516 0.354 -0.639
N 0.795 -0.641 -0.484
O 1.379 0.408 -0.200
H -3.248 -0.058 0.678
H 2.532 1.615 0.703
H 3.024 -0.215 1.010
H -1.732 -1.210 0.533
H -2.087 1.182 -0.807
H -0.644 -0.076 -1.088
H 1.324 -1.582 -0.329

Charge ... +1
LUMO level ... -4.7325 eV
HOMO-LUMO gap ... 8.29 eV
HOMO level ... -13.02 eV
Energy relative to the best compared isomer or geometry (same formula, charge and spin) ... 152.45 kcal/mol

=====

5.
Below is a molecular structure, C4H7NO4 in a non-equilibrium geometry, with properties calculated with wB97M-V/def2-TZVPD.

Atoms and positions in Å:
C -0.482 -0.938 1.770
C 0.559 0.004 0.307
C 0.492 -0.371 -2.556
C 0.488 1.272 -0.773
N 0.160 2.360 -0.272
O -0.138 -0.396 2.991
O -1.789 -0.992 1.598
O 1.657 -0.451 0.467
O 0.746 0.950 -2.059
H -0.037 -1.847 1.725
H -0.082 -1.016 -1.973
H 1.395 -0.854 -2.572
H 0.049 -0.435 -3.496
H 0.120 3.216 -0.828
H -2.265 -0.472 2.210
H -0.872 -0.028 3.461

Charge ... 0
LUMO level ... 0.4139 eV
HOMO-LUMO gap ... 8.58 eV
HOMO level ... -8.16 eV
Energy relative to the best compared isomer or geometry (same formula, charge and spin) ... 123.43 kcal/mol

=====

6.
Below is 3 unconnected molecules or ions with the total composition C10H16FN2O8S in a non-equilibrium geometry, with properties calculated with wB97M-V/def2-TZVPD.

Atoms and positions in Å:
O -3.353 -1.306 -1.954
S -2.428 -2.327 -2.371
O -3.120 -3.493 -2.823
F -1.473 -1.685 -3.462
N -1.511 -2.693 -0.916
C -2.135 -3.303 0.111
C -1.591 -3.662 1.392
C -0.154 -3.325 1.508
C 0.366 -2.705 0.283
N -0.233 -2.380 -0.844
H -3.210 -3.560 -0.057
H -2.149 -4.165 2.206
H 0.430 -3.535 2.423
H 1.458 -2.464 0.313
C 6.269 -0.879 1.352
O 5.880 0.456 1.029
C 4.703 0.553 0.410
O 3.976 -0.367 0.117
O 4.467 1.845 0.169
C 3.232 2.106 -0.496
H 7.236 -0.827 1.849
H 5.551 -1.335 2.036
H 6.374 -1.479 0.448
H 2.390 1.773 0.111
H 3.214 1.628 -1.476
H 3.156 3.183 -0.635
C -2.157 4.567 1.151
O -2.906 3.350 1.154
C -3.111 2.828 -0.059
O -2.727 3.289 -1.102
O -3.820 1.701 0.088
C -4.116 1.031 -1.140
H -2.055 4.892 2.184
H -1.161 4.405 0.737
H -2.683 5.341 0.593
H -3.203 0.735 -1.641
H -4.721 1.667 -1.788
H -4.688 0.140 -0.899

Charge ... +1
LUMO level ... -6.3709 eV
HOMO-LUMO gap ... 6.57 eV
HOMO level ... -12.94 eV

=====

7.
Below is a molecular structure, C31H32BF2N2NiP2 in a non-equilibrium geometry, with properties calculated with wB97M-V/def2-TZVPD.

Atoms and positions in Å:
Ni -0.256 -0.541 0.767
C -2.528 -0.083 -1.774
C -1.674 -1.253 -2.280
P -0.194 -1.746 -1.247
C 1.236 -1.261 -2.332
C 2.214 -0.503 -1.631
C 3.415 -0.169 -2.218
C 3.580 -0.473 -3.554
C 2.586 -1.040 -4.311
C 1.388 -1.522 -3.711
C -0.159 -3.599 -1.297
C 0.246 -4.342 -0.186
C 0.346 -5.700 -0.175
C 0.146 -6.405 -1.382
C -0.216 -5.628 -2.523
C -0.415 -4.267 -2.537
C -1.739 1.242 -1.643
P -1.105 1.387 -0.017
C -0.210 2.979 -0.065
C -0.968 4.155 0.171
C -0.332 5.379 0.207
C 1.055 5.519 -0.001
C 1.778 4.388 -0.323
C 1.139 3.153 -0.313
C -2.481 1.844 1.073
C -2.258 1.997 2.426
C -3.258 2.558 3.258
C -4.445 3.053 2.735
C -4.730 2.685 1.427
C -3.774 2.103 0.614
H -3.029 -0.353 -0.879
H -3.420 0.208 -2.404
H -1.298 -0.996 -3.288
H -2.386 -2.075 -2.372
H 1.969 -0.216 -0.556
H 4.130 0.503 -1.739
H 4.539 -0.210 -4.024
H 2.753 -1.328 -5.342
H 0.736 -2.112 -4.342
H 0.471 -3.800 0.755
H 0.673 -6.262 0.700
H 0.399 -7.456 -1.462
H -0.370 -6.090 -3.493
H -0.731 -3.654 -3.424
H -2.363 2.130 -1.895
H -0.875 1.365 -2.237
H -2.002 4.017 0.295
H -0.904 6.261 0.492
H 1.543 6.461 0.127
H 2.843 4.438 -0.497
H 1.790 2.274 -0.551
H -1.312 1.669 2.807
H -2.981 2.571 4.332
H -5.137 3.566 3.387
H -5.610 3.018 0.925
H -4.115 1.868 -0.442
C 3.616 -1.415 4.496
N 2.828 -0.741 3.511
C 3.233 0.484 3.027
C 2.243 0.851 2.166
N 1.204 -0.063 2.156
C 1.644 -1.058 2.938
H 3.335 -0.973 5.475
H 4.674 -1.341 4.236
H 3.438 -2.499 4.579
H 4.080 1.077 3.224
H 2.042 1.807 1.687
H 1.112 -1.926 3.089
F -2.003 -1.091 2.851
B -2.030 -1.074 1.493
F -3.117 -1.741 1.041

Charge ... +1
LUMO level (spin up / spin down) ... -1.9685 / -3.1922 eV
HOMO-LUMO gap (spin up / spin down) ... 8.33 / 8.40 eV
2S+1 ... 3
HOMO level (spin up / spin down) ... -10.30 / -11.59 eV
⟨S²⟩ ... 2.009
Energy relative to the best compared isomer or geometry (same formula, charge and spin) ... 5.76 kcal/mol

=====

8.
Below is a molecular structure, C37H33FN4O13P2PtSSeSi, with properties calculated with wB97M-V/def2-TZVPD.

Atoms and positions in Å:
Pt 0.200 1.271 -1.800
O -4.051 0.764 -1.478
P -3.045 1.647 -2.317
O -3.675 2.178 -3.517
O -1.694 0.923 -2.443
O -2.691 2.900 -1.263
P -1.715 2.644 -0.055
O -2.021 3.774 1.002
O -0.280 2.819 -0.545
O -1.997 1.295 0.561
H -3.619 0.253 -0.774
H -2.621 4.464 0.698
O -0.140 0.339 1.610
Si -1.808 0.026 2.153
C -2.735 -1.221 1.099
C -3.785 -1.955 1.661
C -4.446 -2.929 0.930
C -4.048 -3.218 -0.370
C -2.993 -2.520 -0.939
C -2.353 -1.524 -0.211
C -1.408 -1.187 3.614
C -0.949 -2.490 3.366
C -0.750 -3.417 4.374
C -1.022 -3.074 5.695
C -1.505 -1.808 5.974
C -1.696 -0.886 4.947
C -2.665 1.404 3.087
C -1.944 2.243 3.936
C -2.555 3.307 4.584
C -3.911 3.540 4.402
C -4.646 2.711 3.565
C -4.024 1.659 2.908
H -4.082 -1.772 2.688
H -5.270 -3.472 1.377
H -4.564 -3.981 -0.939
H -2.670 -2.721 -1.953
H -1.554 -0.969 -0.693
H -0.774 -2.812 2.344
H -0.404 -4.414 4.131
H -0.876 -3.795 6.489
H -1.746 -1.530 6.993
H -2.089 0.088 5.208
H -0.884 2.068 4.095
H -1.976 3.952 5.233
H -4.393 4.366 4.910
H -5.704 2.890 3.418
H -4.607 1.037 2.236
Se 3.224 0.989 -2.841
N 2.156 1.625 -1.537
C 2.922 2.118 -0.568
C 2.462 2.764 0.621
C 3.390 3.200 1.507
C 4.799 3.037 1.284
C 5.271 2.454 0.158
C 4.334 1.989 -0.819
N 4.676 1.436 -1.971
H 1.400 2.885 0.770
H 3.065 3.697 2.412
H 5.489 3.412 2.029
H 6.328 2.349 -0.046
F 4.178 -2.054 -6.085
C 3.317 -1.030 -6.101
C 2.055 -1.179 -5.692
N 1.152 -0.142 -5.686
C -0.184 -0.393 -5.154
C -0.098 -0.882 -3.712
O -0.761 -1.814 -3.328
O 0.801 -0.238 -2.987
C 1.500 1.124 -6.116
O 0.748 2.069 -6.122
N 2.821 1.234 -6.537
C 3.809 0.255 -6.588
O 4.928 0.486 -6.980
H 1.688 -2.131 -5.332
H -0.703 -1.134 -5.760
H -0.741 0.544 -5.173
H 3.084 2.151 -6.870
C 3.192 -1.160 2.728
S 2.195 -0.286 1.536
O 0.814 -0.531 2.302
C 2.202 -1.413 0.172
C 1.075 -2.146 -0.149
C 1.130 -2.972 -1.261
C 2.290 -3.050 -2.016
C 3.405 -2.289 -1.686
C 3.365 -1.446 -0.588
H 2.709 -2.109 2.958
H 3.276 -0.528 3.609
H 4.167 -1.318 2.270
H 0.165 -2.052 0.425
H 0.249 -3.528 -1.549
H 2.322 -3.695 -2.884
H 4.300 -2.338 -2.293
H 4.221 -0.827 -0.338

Charge ... 0
LUMO level ... -1.7686 eV
HOMO-LUMO gap ... 7.12 eV
HOMO level ... -8.89 eV
Energy relative to the best compared isomer or geometry (same formula, charge and spin) ... 64.73 kcal/mol

=====

9.
Below is C6H7 in the gas phase in a non-equilibrium geometry, with properties calculated with wB97M-V/def2-TZVPD.

Atoms and positions in Å:
H -1.528 0.312 0.444
C 0.865 -0.558 1.095
C 0.383 -1.417 -0.001
C -0.521 -0.872 -0.928
C -1.056 0.450 -0.522
C 0.111 1.338 -0.302
C 1.027 0.833 0.637
H 1.961 1.323 0.990
H 0.193 2.345 -0.747
H -2.009 0.828 -0.892
H -0.884 -1.421 -1.815
H 0.895 -2.403 -0.066
H 0.562 -0.758 2.106

Charge ... 0
LUMO level (spin up / spin down) ... 1.2524 / -0.5043 eV
HOMO-LUMO gap (spin up / spin down) ... 9.09 / 8.27 eV
2S+1 ... 2
HOMO level (spin up / spin down) ... -7.83 / -8.77 eV
⟨S²⟩ ... 0.781
Energy relative to the best compared isomer or geometry (same formula, charge and spin) ... 36.74 kcal/mol

=====

10.
Below is a molecular structure, C16H31IrNP2S in a non-equilibrium geometry, with properties calculated with wB97M-V/def2-TZVPD.

Atoms and positions in Å:
P 0.195 -1.393 -2.745
P 0.010 1.794 -2.633
C -0.202 -0.475 -4.319
C 0.282 0.981 -4.290
H -1.292 -0.499 -4.441
H 0.232 -1.013 -5.172
H 1.359 1.016 -4.493
H -0.216 1.573 -5.070
C -1.593 2.663 -2.982
H -1.814 3.354 -2.162
H -2.409 1.934 -3.030
H -1.560 3.226 -3.923
C 1.163 3.234 -2.839
H 0.992 3.768 -3.781
H 2.198 2.878 -2.815
H 1.028 3.931 -2.006
C -0.968 -2.824 -2.959
H -0.769 -3.575 -2.188
H -0.867 -3.294 -3.946
H -1.998 -2.478 -2.834
C 1.769 -2.227 -3.270
H 2.577 -1.491 -3.331
H 1.666 -2.726 -4.241
H 2.052 -2.970 -2.517
Ir 0.000 0.000 3.878
C 0.664 1.530 2.401
C -0.723 1.464 2.324
C -1.501 0.746 1.233
C -1.878 -0.708 1.606
C -0.811 -1.443 2.387
C 0.562 -1.368 2.175
C 1.228 -0.585 1.056
C 1.645 0.846 1.475
C 0.084 -1.467 5.346
H 1.092 2.318 3.018
H -1.284 2.187 2.911
H -0.930 0.764 0.300
H -2.424 1.303 1.038
H -2.780 -0.690 2.227
H -2.139 -1.270 0.697
H -1.176 -2.268 2.996
H 1.177 -2.122 2.660
H 0.566 -0.549 0.186
H 2.124 -1.126 0.737
H 2.605 0.793 2.000
H 1.815 1.461 0.578
H 0.799 -1.202 6.132
H 0.359 -2.444 4.928
H -0.907 -1.555 5.811
S 0.000 0.000 8.813
C 0.000 0.000 7.193
N 0.000 0.000 5.878

Charge ... +2
LUMO level (spin up / spin down) ... -5.7684 / -9.2273 eV
HOMO-LUMO gap (spin up / spin down) ... 5.21 / 5.60 eV
2S+1 ... 6
HOMO level (spin up / spin down) ... -10.98 / -14.83 eV
⟨S²⟩ ... 8.781
Energy relative to the best compared isomer or geometry (same formula, charge and spin) ... 55.38 kcal/mol

=====

11.
Below is 3 unconnected molecules or ions with the total composition C4H11O4 in a non-equilibrium geometry, with properties calculated with wB97M-V/def2-TZVPD.

Atoms and positions in Å:
O -1.249 0.097 -3.578
C -1.582 -0.299 -2.475
C -0.748 -0.123 -1.255
C -1.554 0.013 0.061
C -0.604 -0.242 1.291
O 0.728 -0.323 1.002
H -2.555 -0.830 -2.414
H -0.147 0.770 -1.384
H 0.029 -0.883 -1.090
H -1.922 1.044 0.123
H -2.324 -0.765 0.046
H -0.806 0.519 2.076
H -0.955 -1.193 1.768
H 1.842 1.493 -0.986
H 1.607 1.081 0.490
O 2.001 1.790 -0.088
H 3.019 -0.535 1.464
H 2.135 -0.893 2.537
O 3.087 -0.722 2.410

Charge ... -1
LUMO level ... 3.6360 eV
HOMO-LUMO gap ... 7.51 eV
HOMO level ... -3.87 eV
Energy relative to the best compared isomer or geometry (same formula, charge and spin) ... 44.09 kcal/mol

=====

12.
Below is a molecular structure, C2H8BaO2 in a non-equilibrium geometry, with properties calculated with wB97M-V/def2-TZVPD.

Atoms and positions in Å:
Ba -1.920 -0.537 -1.937
C -1.145 0.086 1.503
O -1.717 0.827 0.430
H -1.423 -0.966 1.395
H -0.058 0.155 1.578
H -1.507 0.379 2.491
H -1.597 1.779 0.558
C 1.697 -0.570 -0.828
O 0.666 0.223 -1.456
H 2.344 0.026 -0.179
H 1.210 -1.263 -0.139
H 2.334 -1.106 -1.529
H 1.117 0.968 -1.887

Charge ... +2
LUMO level ... -8.5584 eV
HOMO-LUMO gap ... 10.31 eV
HOMO level ... -18.87 eV
Energy relative to the best compared isomer or geometry (same formula, charge and spin) ... 0.00 kcal/mol